Entry 1:
{"formula": "C4H8N3", "method": "ωB97M-V/def2-TZVPD", "elements": ["C", "C", "H", "H", "H", "N", "N", "C", "N", "H", "C", "H", "H", "H", "H"], "xyz": [[2.550, 0.442, 0.059], [2.482, -0.995, 0.226], [-2.260, 0.628, 1.591], [-0.970, 0.484, -1.024], [1.830, -1.549, -0.498], [0.096, 0.519, 0.695], [-0.922, 0.480, 0.047], [-3.323, 0.266, -0.302], [2.990, 1.488, -0.216], [2.400, -1.255, 1.326], [-2.287, 0.479, 0.487], [-4.238, 0.289, 0.204], [3.095, 2.420, -0.029], [-3.111, -0.178, -1.228], [3.370, -1.545, 0.161]], "nbo_charge": [0.743, -0.797, 0.227, 0.311, 0.308, -0.261, -0.211, -0.350, -0.455, 0.325, -0.068, 0.243, 0.468, 0.213, 0.304], "charge": 1, "e_above_lowest_kcal_mol": 151.4, "orbital_gap_ev": 8.40, "molar_mass_g_mol": 98.13, "e_homo_ha": -0.46068}


Entry 2:
{"formula": "C4H8N3", "method": "ωB97M-V/def2-TZVPD", "elements": ["H", "C", "H", "C", "H", "H", "C", "N", "H", "H", "N", "H", "N", "H", "C"], "xyz": [[-1.674, 1.602, -1.425], [-0.761, -0.450, 1.610], [-2.284, -0.909, 2.969], [-1.308, -0.437, 2.756], [-0.909, 0.221, 3.564], [1.936, -0.216, -1.978], [1.210, 0.322, -1.307], [-0.046, -0.252, 0.706], [0.719, -1.613, -0.577], [-0.487, -0.090, -2.478], [-0.730, 1.302, -1.148], [1.452, 1.302, -0.828], [-0.022, 0.601, -1.965], [1.949, -0.715, 0.256], [0.956, -0.668, -0.155]], "nbo_charge": [0.391, 0.469, 0.269, -0.582, 0.281, 0.257, -0.261, -0.381, 0.224, 0.405, -0.204, 0.267, -0.157, 0.257, -0.236], "charge": 1, "smiles": "[H]/N=[NH+]/CCN=C=C", "e_above_lowest_kcal_mol": 148.4, "orbital_gap_ev": [6.29, 6.28], "molar_mass_g_mol": 98.13, "e_homo_ha": [-0.46240, -0.46225]}


Entry 3:
{"formula": "C4H8N3", "method": "ωB97M-V/def2-TZVPD", "elements": ["H", "C", "N", "H", "C", "C", "H", "H", "N", "C", "H", "H", "H", "N", "H"], "xyz": [[-2.695, -1.292, 0.797], [-0.327, 1.733, 1.050], [0.035, -0.540, -0.397], [2.899, -0.775, 0.195], [-2.304, -1.041, -0.210], [2.503, -0.257, -0.594], [3.068, 0.626, -0.737], [-0.380, 2.360, 1.857], [-1.210, 0.870, 0.775], [1.157, -0.112, -0.368], [-1.820, -1.822, -0.829], [2.701, -0.722, -1.641], [-3.103, -0.418, -0.585], [-1.159, -0.187, 0.059], [0.636, 1.578, 0.628]], "nbo_charge": [0.239, -0.111, -0.110, 0.286, -0.405, -0.768, 0.310, 0.236, -0.136, 0.537, 0.240, 0.328, 0.244, -0.026, 0.135], "charge": 1, "smiles": "C=NN(C)[N+]#CC", "e_above_lowest_kcal_mol": 153.9, "orbital_gap_ev": 8.18, "molar_mass_g_mol": 98.13, "e_homo_ha": -0.50528}


Entry 4:
{"formula": "C4H8N3O", "method": "ωB97M-V/def2-TZVPD", "elements": ["N", "N", "O", "C", "H", "C", "H", "H", "H", "C", "H", "N", "H", "H", "H", "C"], "xyz": [[-2.194, -0.889, 0.496], [-3.035, 0.971, -0.570], [3.011, 0.037, -0.658], [1.774, -0.643, -0.871], [-3.897, 0.532, -0.894], [-2.126, 0.357, 0.132], [1.966, -1.718, -1.011], [1.316, -0.279, -1.801], [-1.432, -1.288, 1.020], [2.912, 0.626, 0.501], [1.260, 0.688, 2.003], [0.960, -0.400, 0.248], [-2.919, 1.945, -0.798], [-2.979, -1.502, 0.277], [3.736, 1.210, 0.866], [1.646, 0.355, 1.059]], "nbo_charge": [-0.794, -0.794, -0.339, -0.001, 0.382, 0.339, 0.260, 0.264, 0.417, 0.310, 0.251, -0.278, 0.419, 0.381, 0.246, -0.063], "charge": 1, "e_above_lowest_kcal_mol": 113.1, "orbital_gap_ev": [3.98, 6.99], "molar_mass_g_mol": 114.13, "e_homo_ha": [-0.39411, -0.46241]}


Entry 5:
{"formula": "C4H8N3O", "method": "ωB97M-V/def2-TZVPD", "elements": ["H", "C", "N", "H", "H", "H", "H", "H", "H", "O", "N", "C", "N", "C", "C", "H"], "xyz": [[-2.004, -0.103, 0.988], [1.860, 1.039, 0.293], [1.314, -1.388, 0.615], [-0.160, -1.282, -1.946], [-1.506, 1.571, 0.687], [-2.339, 0.664, -0.578], [0.032, 0.803, -0.983], [2.727, 1.109, 0.956], [0.448, 0.228, 1.766], [1.733, 1.623, -0.745], [0.699, -1.981, -0.214], [-0.338, -1.282, -0.867], [-0.324, 0.120, -0.271], [-1.622, 0.587, 0.237], [0.765, 0.089, 0.733], [-1.286, -1.795, -0.671]], "nbo_charge": [0.237, 0.425, -0.019, 0.264, 0.245, 0.248, 0.476, 0.186, 0.261, -0.476, -0.057, -0.130, -0.393, -0.420, -0.103, 0.256], "charge": 1, "smiles": "C[N@@H+]1CN=N[C@H]1C=O", "e_above_lowest_kcal_mol": 87.5, "orbital_gap_ev": 10.40, "molar_mass_g_mol": 114.13, "e_homo_ha": -0.53996}


Entry 6:
{"formula": "C4H8N3O", "method": "ωB97M-V/def2-TZVPD", "elements": ["H", "C", "N", "C", "H", "H", "H", "H", "H", "C", "C", "N", "O", "H", "H", "N"], "xyz": [[0.547, -1.800, 1.913], [1.260, 0.865, -0.822], [-0.243, -0.247, 0.821], [-1.087, 0.623, -2.568], [1.946, -0.185, 0.717], [-1.827, 0.813, -3.314], [-0.763, 2.823, -2.394], [-1.178, -1.870, 1.570], [-0.770, -0.468, 0.005], [-0.443, 1.878, -2.109], [-0.289, -1.209, 1.878], [0.495, 1.788, -1.293], [-1.025, -0.456, -2.005], [2.308, 1.015, -1.349], [-0.571, -0.710, 2.831], [1.061, 0.098, 0.240]], "nbo_charge": [0.229, 0.269, -0.209, 0.270, 0.444, 0.184, 0.242, 0.257, 0.442, -0.052, -0.454, -0.301, -0.569, 0.264, 0.258, -0.274], "spin_multiplicity": 3, "charge": 1, "e_above_lowest_kcal_mol": 41.8, "orbital_gap_ev": [7.28, 5.64], "molar_mass_g_mol": 114.13, "e_homo_ha": [-0.41527, -0.50679]}


Entry 7:
{"formula": "C4H8N3O2", "method": "ωB97M-V/def2-TZVPD", "elements": ["H", "N", "O", "H", "N", "C", "O", "C", "H", "H", "H", "C", "H", "C", "N", "H", "H"], "xyz": [[-2.143, -0.956, -1.552], [-1.229, -1.419, 0.329], [2.148, 0.838, -0.322], [-2.946, -0.362, -0.188], [3.070, -0.125, 0.332], [-0.989, 0.638, -0.717], [3.823, -0.536, -0.440], [-1.981, -0.546, -0.602], [0.530, -1.474, 1.426], [0.922, 2.337, 0.426], [1.488, 1.279, 1.544], [-0.159, -0.909, 0.820], [-1.661, -2.409, 0.439], [1.203, 1.245, 0.552], [0.011, 0.384, 0.339], [-1.340, 1.630, -0.662], [-0.746, 0.387, -1.725]], "nbo_charge": [0.226, -0.496, -0.428, 0.226, 0.378, -0.237, -0.163, -0.217, 0.261, 0.227, 0.211, 0.389, 0.467, 0.067, -0.376, 0.240, 0.226], "charge": 1, "smiles": "O=NOC[N+]1=CNCC1", "e_above_lowest_kcal_mol": 106.5, "orbital_gap_ev": 10.27, "molar_mass_g_mol": 130.13, "e_homo_ha": -0.52518}


Entry 8:
{"formula": "C4H8N3O2P", "method": "ωB97M-V/def2-TZVPD", "elements": ["O", "C", "H", "H", "H", "C", "H", "P", "H", "H", "H", "N", "C", "O", "N", "H", "N", "C"], "xyz": [[2.112, -1.668, -1.048], [1.708, 1.246, 0.611], [-0.905, 1.683, -0.590], [-2.761, -0.506, -0.260], [0.334, -0.322, -1.692], [-0.177, -0.845, 0.182], [-1.727, 0.842, -1.867], [1.572, -1.588, 0.369], [-1.787, -0.756, 1.984], [0.813, -2.765, 0.524], [-0.774, 0.658, 1.527], [2.735, 1.245, -0.010], [-1.296, -0.271, 1.087], [0.872, 1.705, 1.308], [-0.368, -0.222, -0.944], [3.256, 0.455, -0.402], [-2.263, 0.314, 0.147], [-1.342, 0.796, -0.924]], "nbo_charge": [-1.161, 0.810, 0.201, 0.345, 0.450, 0.095, 0.202, 1.011, 0.251, -0.096, 0.275, -0.723, -0.361, -0.562, -0.544, 0.446, -0.571, -0.071], "charge": 0, "e_above_lowest_kcal_mol": 36.5, "orbital_gap_ev": 8.49, "molar_mass_g_mol": 161.10, "e_homo_ha": -0.31011}


Entry 9:
{"formula": "C4H8N3P", "method": "ωB97M-V/def2-TZVPD", "elements": ["C", "P", "H", "H", "C", "N", "N", "H", "H", "H", "N", "C", "H", "H", "H", "C"], "xyz": [[0.485, -1.290, 0.244], [-1.286, -0.781, 0.692], [2.978, 0.818, -0.509], [0.204, -3.063, -0.038], [1.256, -0.068, -0.050], [2.479, -0.094, -0.274], [0.981, -2.424, -0.018], [-1.328, 0.115, -1.193], [-0.543, 0.948, 2.071], [-1.551, 1.697, 0.530], [-1.752, -0.732, -0.925], [0.476, 1.215, 0.055], [0.019, 1.409, -0.899], [1.129, 2.000, 0.407], [-2.742, -0.710, -1.071], [-0.808, 0.960, 0.979]], "nbo_charge": [-0.034, 0.895, 0.338, 0.333, 0.200, -0.552, -0.511, 0.356, 0.243, 0.245, -1.114, -0.466, 0.202, 0.233, 0.388, -0.755], "charge": 0, "smiles": "[H]/N=C1/C(=N/[H])CCP1N", "e_above_lowest_kcal_mol": 1.6, "orbital_gap_ev": 9.15, "molar_mass_g_mol": 129.10, "e_homo_ha": -0.32908}


Entry 10:
{"formula": "C4H8N3S", "method": "ωB97M-V/def2-TZVPD", "elements": ["H", "S", "N", "C", "H", "N", "N", "C", "H", "H", "C", "H", "H", "C", "H", "H"], "xyz": [[-0.868, -0.882, -1.907], [0.610, -1.592, -0.092], [-0.387, 0.899, -0.638], [-0.764, -0.443, -0.899], [0.171, 1.343, -1.310], [3.438, 0.349, -0.656], [-1.997, -0.798, -0.135], [2.603, 0.193, 0.080], [-2.027, 0.097, 0.410], [-0.369, 1.015, 1.405], [1.311, -0.160, 0.786], [-2.851, -1.042, -0.848], [0.963, 1.893, 0.699], [0.323, 0.988, 0.638], [-1.848, -1.463, 0.632], [1.691, -0.395, 1.836]], "nbo_charge": [0.267, 0.215, -0.625, 0.015, 0.423, -0.241, -0.750, 0.212, 0.464, 0.199, -0.462, 0.488, 0.267, -0.243, 0.466, 0.305], "charge": 1, "smiles": "N#C[C@H]1CN[C@H]([NH3+])S1", "e_above_lowest_kcal_mol": 61.6, "orbital_gap_ev": 9.89, "molar_mass_g_mol": 130.20, "e_homo_ha": -0.51265}